# 1
55
Properties=species:S:1:pos:R:3:forces:R:3 method="wB97M-V/def2-TZVPD" orbital_gap_ev=8.2216 multiplicity=1 smiles="CS(=O)(=O)N(CC(=O)N1CCN(c2ccccc2F)CC1)C1CCCCC1"
C -2.8900 -2.9001 0.1766 0.4 0.7 0.2
S -2.0986 -1.4758 0.9585 -0.2 -0.1 0.4
O -2.7770 -1.1777 2.1858 -0.4 0.0 0.0
O -0.6920 -1.7399 1.0459 0.0 -0.3 -0.3
N -2.2901 -0.1505 -0.0446 0.2 -0.8 0.5
C -1.9290 -0.3834 -1.4266 0.0 -0.3 -0.3
C -0.6314 -1.1860 -1.5507 -0.1 0.2 -0.7
O -0.6853 -2.3389 -1.9514 -0.1 -0.2 -0.1
N 0.5252 -0.5470 -1.3254 0.3 0.1 -0.1
C 0.6811 0.7530 -0.7133 0.1 0.3 0.3
C 1.3704 0.5946 0.6558 -0.3 0.3 -0.1
N 2.6275 -0.1056 0.5435 0.0 -0.2 0.5
C 3.7986 0.5809 0.2869 0.3 0.1 0.0
C 3.8314 1.9535 -0.0005 -0.1 -0.1 0.0
C 5.0161 2.6404 -0.1850 0.1 0.1 0.0
C 6.2336 1.9909 -0.1018 0.0 0.0 0.0
C 6.2442 0.6383 0.1917 -0.1 -0.1 0.0
C 5.0579 -0.0334 0.3902 0.2 0.0 -0.1
F 5.1570 -1.3494 0.7197 -0.1 0.2 0.0
C 2.3907 -1.4242 -0.0107 -0.1 -0.3 -0.5
C 1.7697 -1.2897 -1.4068 0.2 -0.4 0.1
C -3.4173 0.7280 0.2299 -0.4 0.4 0.1
C -4.6683 0.4463 -0.6062 0.0 0.0 0.3
C -5.8108 1.3427 -0.1339 0.0 0.1 -0.3
C -5.4224 2.8129 -0.2558 -0.1 -0.1 0.3
C -4.1563 3.0976 0.5461 0.0 0.1 -0.3
C -3.0137 2.1980 0.0819 0.0 -0.2 0.3
H -2.3336 -3.1440 -0.7211 0.0 0.0 -0.1
H -2.8267 -3.7071 0.8947 0.0 -0.1 0.2
H -3.9232 -2.6559 -0.0296 -0.2 0.1 0.0
H -1.8226 0.5775 -1.9381 0.0 0.0 0.1
H -2.6957 -0.9690 -1.9536 0.2 0.1 0.0
H -0.2847 1.2297 -0.5702 0.0 0.0 -0.1
H 1.3015 1.3670 -1.3790 -0.1 0.0 0.1
H 1.5129 1.5640 1.1328 0.0 0.0 0.0
H 0.7163 -0.0160 1.2851 0.1 0.2 0.0
H 2.9087 2.5038 -0.0880 -0.1 0.0 0.0
H 4.9812 3.6968 -0.4065 0.0 0.1 0.0
H 7.1587 2.5232 -0.2535 0.1 0.0 0.0
H 7.1682 0.0898 0.2882 0.1 -0.1 0.0
H 3.3055 -2.0056 -0.0711 0.0 0.0 0.0
H 1.6774 -1.9394 0.6381 0.1 0.0 -0.1
H 1.5459 -2.2708 -1.8251 0.1 0.1 0.0
H 2.4544 -0.7497 -2.0721 0.0 -0.1 0.0
H -3.6460 0.5394 1.2823 -0.1 0.2 -0.1
H -4.9562 -0.6023 -0.5062 0.0 -0.1 -0.1
H -4.4666 0.6483 -1.6607 0.0 -0.1 -0.1
H -6.7049 1.1433 -0.7282 0.0 0.0 0.1
H -6.0405 1.1128 0.9083 -0.1 0.0 0.1
H -6.2382 3.4425 0.1034 0.0 0.0 -0.1
H -5.2500 3.0568 -1.3068 0.0 0.0 -0.1
H -4.3484 2.9147 1.6049 0.0 0.0 0.1
H -3.8699 4.1449 0.4316 0.0 0.0 0.1
H -2.1199 2.3871 0.6786 0.1 0.0 0.0
H -2.7846 2.4185 -0.9637 0.1 0.0 -0.1

***

# 2
53
Properties=species:S:1:pos:R:3:forces:R:3 method="wB97M-V/def2-TZVPD" orbital_gap_ev="4.6770 / 2.7407" total_charge=-1 multiplicity=1
O 1.6899 -0.0169 -0.9328 -0.2 0.1 1.1
C 1.2155 -0.8911 0.1395 -0.2 -0.4 -0.1
C 2.6321 -1.4012 0.4365 0.1 0.1 -0.6
H 0.5082 -1.5772 -0.3138 0.3 0.2 0.4
H 0.7308 -0.4940 1.0393 0.1 0.9 -0.5
C 3.0644 -0.2838 -0.5883 -0.5 -1.3 0.6
H 2.7875 -2.4326 0.0411 0.2 0.7 0.5
H 2.9941 -1.2426 1.4716 -0.2 -0.4 -0.6
C 3.7947 -0.8269 -1.7807 0.2 0.1 -0.4
H 3.2966 -1.6815 -2.2496 -0.1 0.1 0.3
H 4.7935 -1.1263 -1.4557 0.1 0.0 -0.3
H 3.8372 -0.0412 -2.5350 0.3 0.1 -0.1
C 3.7902 0.8829 0.0272 0.7 0.3 0.4
H 3.6514 0.9876 1.1138 -0.4 0.1 -0.4
H 3.5734 1.8261 -0.4784 -0.2 -0.2 0.1
H 4.8587 0.7134 -0.1050 0.2 0.0 0.0
Hg -3.6863 -0.7247 1.5513 0.1 0.2 0.1
C -0.3925 3.3672 2.9159 -0.9 -0.5 0.0
C -1.5425 2.9343 3.6615 0.8 -0.7 0.0
C -1.3786 1.5337 3.8776 0.1 0.6 -1.0
H -2.4376 3.5092 3.9455 0.7 -0.1 0.0
C -0.2107 1.0829 3.1897 -0.2 0.8 -0.5
C 0.3886 2.2144 2.5570 -0.2 -0.4 0.5
H 1.2238 2.2086 1.8364 -0.4 0.0 0.8
H -0.2173 4.4019 2.6214 0.1 -0.4 0.1
H -2.0956 0.8453 4.3006 -0.1 0.1 0.3
H 0.0396 0.0194 3.0943 0.2 0.5 0.0
C -0.7619 3.9926 0.0736 -1.8 -1.2 -0.8
C 0.6693 3.8460 0.0447 1.6 -1.3 -1.8
C 1.0009 2.9467 -1.0329 -0.1 1.7 1.3
H 1.3986 4.3280 0.7059 -0.4 -0.2 -0.3
C -0.2144 2.5286 -1.6392 -0.1 0.3 0.8
C -1.2936 3.1707 -0.9476 0.5 1.2 0.5
H -2.3303 3.2230 -1.2536 0.0 -0.5 0.1
H -1.4007 4.4967 0.8162 0.7 -0.1 -0.7
H 2.0170 2.7175 -1.3694 -0.7 -0.1 0.3
H -0.3185 1.7575 -2.4018 0.1 0.4 0.1
O -1.4566 -2.4909 -0.8821 0.9 -1.3 -0.7
C -0.2796 -3.2481 -1.3624 0.4 -0.3 0.4
C -0.7469 -4.6042 -1.9037 -0.5 -0.1 -0.2
H 0.3932 -3.3754 -0.4877 -0.6 -0.2 -0.4
H 0.3783 -2.7538 -2.1163 -1.0 0.4 0.4
C -2.2426 -4.6879 -1.5526 0.6 0.0 -0.5
H -0.2015 -5.4317 -1.4590 0.1 0.0 0.2
H -0.6686 -4.7669 -2.9839 0.4 0.6 0.1
C -2.6347 -3.2751 -1.0991 -0.3 -0.3 -0.5
H -2.3581 -5.5184 -0.8676 -0.5 0.3 0.6
H -2.7967 -4.9342 -2.4510 -0.2 -0.2 -0.1
H -3.2849 -3.3602 -0.2197 0.4 0.6 0.1
H -3.2056 -2.7971 -1.9155 0.1 -0.1 0.4
O -5.4933 2.4647 0.1777 -0.8 -2.0 -2.2
N -5.7326 1.5855 -0.6513 1.9 -0.8 2.7
O -5.3455 0.3994 -0.6028 -1.1 2.7 -0.5

***

What did the second record say?
53
Properties=species:S:1:pos:R:3:forces:R:3 method="wB97M-V/def2-TZVPD" orbital_gap_ev="4.6770 / 2.7407" total_charge=-1 multiplicity=1
O 1.6899 -0.0169 -0.9328 -0.2 0.1 1.1
C 1.2155 -0.8911 0.1395 -0.2 -0.4 -0.1
C 2.6321 -1.4012 0.4365 0.1 0.1 -0.6
H 0.5082 -1.5772 -0.3138 0.3 0.2 0.4
H 0.7308 -0.4940 1.0393 0.1 0.9 -0.5
C 3.0644 -0.2838 -0.5883 -0.5 -1.3 0.6
H 2.7875 -2.4326 0.0411 0.2 0.7 0.5
H 2.9941 -1.2426 1.4716 -0.2 -0.4 -0.6
C 3.7947 -0.8269 -1.7807 0.2 0.1 -0.4
H 3.2966 -1.6815 -2.2496 -0.1 0.1 0.3
H 4.7935 -1.1263 -1.4557 0.1 0.0 -0.3
H 3.8372 -0.0412 -2.5350 0.3 0.1 -0.1
C 3.7902 0.8829 0.0272 0.7 0.3 0.4
H 3.6514 0.9876 1.1138 -0.4 0.1 -0.4
H 3.5734 1.8261 -0.4784 -0.2 -0.2 0.1
H 4.8587 0.7134 -0.1050 0.2 0.0 0.0
Hg -3.6863 -0.7247 1.5513 0.1 0.2 0.1
C -0.3925 3.3672 2.9159 -0.9 -0.5 0.0
C -1.5425 2.9343 3.6615 0.8 -0.7 0.0
C -1.3786 1.5337 3.8776 0.1 0.6 -1.0
H -2.4376 3.5092 3.9455 0.7 -0.1 0.0
C -0.2107 1.0829 3.1897 -0.2 0.8 -0.5
C 0.3886 2.2144 2.5570 -0.2 -0.4 0.5
H 1.2238 2.2086 1.8364 -0.4 0.0 0.8
H -0.2173 4.4019 2.6214 0.1 -0.4 0.1
H -2.0956 0.8453 4.3006 -0.1 0.1 0.3
H 0.0396 0.0194 3.0943 0.2 0.5 0.0
C -0.7619 3.9926 0.0736 -1.8 -1.2 -0.8
C 0.6693 3.8460 0.0447 1.6 -1.3 -1.8
C 1.0009 2.9467 -1.0329 -0.1 1.7 1.3
H 1.3986 4.3280 0.7059 -0.4 -0.2 -0.3
C -0.2144 2.5286 -1.6392 -0.1 0.3 0.8
C -1.2936 3.1707 -0.9476 0.5 1.2 0.5
H -2.3303 3.2230 -1.2536 0.0 -0.5 0.1
H -1.4007 4.4967 0.8162 0.7 -0.1 -0.7
H 2.0170 2.7175 -1.3694 -0.7 -0.1 0.3
H -0.3185 1.7575 -2.4018 0.1 0.4 0.1
O -1.4566 -2.4909 -0.8821 0.9 -1.3 -0.7
C -0.2796 -3.2481 -1.3624 0.4 -0.3 0.4
C -0.7469 -4.6042 -1.9037 -0.5 -0.1 -0.2
H 0.3932 -3.3754 -0.4877 -0.6 -0.2 -0.4
H 0.3783 -2.7538 -2.1163 -1.0 0.4 0.4
C -2.2426 -4.6879 -1.5526 0.6 0.0 -0.5
H -0.2015 -5.4317 -1.4590 0.1 0.0 0.2
H -0.6686 -4.7669 -2.9839 0.4 0.6 0.1
C -2.6347 -3.2751 -1.0991 -0.3 -0.3 -0.5
H -2.3581 -5.5184 -0.8676 -0.5 0.3 0.6
H -2.7967 -4.9342 -2.4510 -0.2 -0.2 -0.1
H -3.2849 -3.3602 -0.2197 0.4 0.6 0.1
H -3.2056 -2.7971 -1.9155 0.1 -0.1 0.4
O -5.4933 2.4647 0.1777 -0.8 -2.0 -2.2
N -5.7326 1.5855 -0.6513 1.9 -0.8 2.7
O -5.3455 0.3994 -0.6028 -1.1 2.7 -0.5